1.
Density functional theory data (wB97M-V/def2-TZVPD) for a cluster of 2 separate species, C14H31N7O2SSi2 in total in a non-equilibrium geometry.

Geometry as XYZ:
```
57
Properties=species:S:1:pos:R:3:lowdin_charge:R:1
C 2.192 6.312 -1.974 -0.08
C 1.506 6.316 -3.417 -0.19
O 0.172 5.729 -3.476 -0.04
N 0.050 4.649 -2.700 -0.16
C -0.565 4.547 -1.383 0.03
N -0.566 3.243 -0.812 0.16
C 0.069 2.457 -1.875 -0.24
N 0.245 1.129 -1.752 0.07
C 0.854 0.335 -2.871 -0.18
C -0.383 -0.444 -3.616 -0.43
S -0.266 -2.276 -3.282 0.93
C 0.477 -3.030 -4.778 -0.53
N 0.536 -4.446 -4.931 -0.02
N 1.130 -4.760 -6.112 0.01
C 1.457 -3.511 -6.702 -0.10
O 1.046 -2.400 -5.909 -0.05
N 0.396 3.340 -2.942 0.15
H 2.535 5.252 -1.686 0.09
H 3.042 7.064 -1.973 0.10
H 1.390 6.647 -1.218 0.09
H 2.243 5.880 -4.182 0.13
H 1.382 7.420 -3.720 0.14
H -0.963 5.525 -0.961 0.16
H -0.046 0.638 -0.880 0.17
H 1.316 1.013 -3.662 0.11
H 1.591 -0.455 -2.492 0.13
H -0.437 -0.205 -4.737 0.09
H -1.358 -0.045 -3.156 0.09
H 1.987 -3.505 -7.705 0.14
H 0.839 3.072 -3.836 0.18
C -1.088 -2.820 6.831 -0.21
Si -1.072 -2.839 4.941 0.21
C -2.807 -3.294 4.375 -0.21
C 0.106 -4.205 4.408 -0.21
N -0.578 -1.279 4.403 -0.25
Si -0.437 -0.900 2.734 0.18
C -2.073 -1.041 1.813 -0.21
C 0.844 -1.956 1.847 -0.21
C 0.131 0.894 2.586 -0.21
H -1.396 -3.796 7.219 0.01
H -0.093 -2.593 7.223 0.01
H -1.788 -2.066 7.201 0.01
H -3.171 -4.167 4.928 0.01
H -2.830 -3.550 3.312 0.00
H -3.504 -2.471 4.551 0.02
H 1.143 -3.926 4.608 0.02
H 0.003 -4.433 3.345 0.00
H -0.107 -5.127 4.961 0.01
H -2.356 -2.084 1.654 0.01
H -1.996 -0.568 0.825 -0.01
H -2.873 -0.542 2.363 0.03
H 1.774 -2.003 2.418 0.03
H 1.075 -1.527 0.862 -0.01
H 0.482 -2.973 1.682 0.01
H 1.097 1.038 3.076 0.02
H -0.596 1.568 3.046 0.02
H 0.236 1.170 1.528 -0.03
```

The value obtained for the LUMO energy is -1.71 eV. As for the spin multiplicity: 1.

***

2.
Density functional theory data (wB97M-V/def2-TZVPD) for an isolated molecule of C14H31O3P in a non-equilibrium geometry.

Geometry as XYZ:
```
49
Properties=species:S:1:pos:R:3:lowdin_charge:R:1
C -6.513 -1.881 0.508 -0.12
C -5.993 -0.464 0.297 -0.27
C -4.472 -0.437 0.166 -0.20
C -3.955 0.985 -0.058 -0.22
O -2.547 1.101 0.021 -0.21
C -1.844 0.618 -1.091 -0.28
H -1.990 1.265 -1.968 0.11
H -2.138 -0.407 -1.354 0.10
H -4.330 1.638 0.735 0.13
H -4.308 1.371 -1.027 0.13
H -4.173 -1.079 -0.666 0.11
H -4.011 -0.830 1.074 0.13
H -6.441 -0.042 -0.606 0.11
H -6.293 0.163 1.140 0.11
H -6.244 -2.516 -0.333 0.07
H -6.087 -2.311 1.412 0.07
H -7.596 -1.879 0.604 0.07
P -0.086 0.552 -0.488 0.74
O 0.118 -0.515 0.498 -0.32
C 0.192 2.248 0.172 -0.24
C 1.453 2.321 1.021 -0.26
C 2.715 2.394 0.168 -0.27
C 3.976 2.357 1.022 -0.11
H 4.019 1.433 1.593 0.07
H 4.863 2.415 0.395 0.07
H 3.992 3.192 1.719 0.07
H 2.701 3.317 -0.419 0.11
H 2.723 1.555 -0.530 0.08
H 1.403 3.196 1.675 0.11
H 1.490 1.431 1.655 0.11
H 0.209 2.977 -0.639 0.10
H -0.694 2.425 0.789 0.09
C 0.820 0.303 -2.120 -0.28
O 2.162 -0.050 -2.021 -0.20
C 2.435 -1.357 -1.525 -0.22
C 3.232 -1.304 -0.225 -0.20
C 3.641 -2.697 0.243 -0.27
C 4.424 -2.636 1.548 -0.11
H 4.713 -3.634 1.870 0.07
H 5.326 -2.040 1.424 0.07
H 3.819 -2.183 2.330 0.07
H 4.250 -3.178 -0.527 0.11
H 2.744 -3.303 0.387 0.11
H 4.119 -0.689 -0.384 0.12
H 2.615 -0.831 0.539 0.10
H 3.020 -1.873 -2.300 0.13
H 1.502 -1.905 -1.367 0.12
H 0.248 -0.459 -2.676 0.11
H 0.791 1.239 -2.685 0.11
```

The energy above the lowest of the compared OMol25 structures with the same formula, charge and spin comes out at 0.238 eV. The value obtained for the LUMO energy is 0.80 eV. As for the spin multiplicity: 1. The structure (SMILES) is CCCCOCP(=O)(CCCC)COCCCC.

***

3.
Density functional theory data (wB97M-V/def2-TZVPD) for a structure of composition C14H32AsIN6O5Os.

Geometry as XYZ:
```
60
Properties=species:S:1:pos:R:3:lowdin_spin:R:1
Os -0.791 -0.366 0.802 2.96
N -0.132 -1.963 -1.076 0.14
C 1.102 -1.433 -1.662 0.01
C 1.288 -1.800 -3.136 0.00
C 0.250 -1.263 -4.147 0.00
C 0.860 -0.328 -5.188 0.00
N 1.324 0.932 -4.609 0.00
C 0.661 2.081 -4.602 0.00
N -0.297 2.343 -5.494 0.00
N 0.979 3.004 -3.693 0.00
C 1.166 0.067 -1.412 0.01
O 2.091 0.738 -1.825 0.02
O 0.175 0.573 -0.724 0.08
H 0.013 -2.888 -0.688 0.00
H -0.882 -2.010 -1.759 0.00
H 1.948 -1.870 -1.126 0.00
H 1.291 -2.891 -3.178 0.00
H 2.295 -1.494 -3.427 0.00
H -0.590 -0.760 -3.653 0.00
H -0.173 -2.102 -4.701 0.00
H 0.163 -0.130 -5.998 0.00
H 1.725 -0.810 -5.646 0.00
H 2.052 0.850 -3.906 0.00
H -0.458 1.743 -6.282 0.00
H -0.807 3.209 -5.460 0.00
H 1.501 2.725 -2.873 0.00
H 0.610 3.938 -3.746 0.00
C 0.000 -3.761 3.954 0.00
C -0.388 -2.666 3.015 0.01
N -0.049 -2.547 1.785 0.15
O 0.728 -3.493 1.166 0.02
C -1.261 -1.570 3.496 0.08
C -1.763 -1.431 4.887 0.02
N -1.553 -0.681 2.606 -0.02
O -2.187 0.422 2.843 0.12
H 0.797 -4.404 3.587 0.00
H -0.863 -4.391 4.177 0.00
H 0.346 -3.330 4.893 0.00
H 0.968 -4.188 1.803 0.00
H -1.827 -2.391 5.393 0.00
H -2.744 -0.959 4.876 0.00
H -1.097 -0.783 5.464 0.01
I -2.960 0.783 -1.633 0.08
C -2.690 -0.578 -0.003 0.08
H -2.898 -1.577 -0.382 0.02
H -3.424 -0.287 0.746 0.01
C 0.167 2.209 4.343 0.00
As 0.402 2.239 2.458 0.01
C 2.012 3.159 2.031 0.00
C -1.060 3.107 1.603 0.00
O 0.611 0.648 1.871 0.16
H 0.344 3.207 4.742 0.00
H 0.897 1.514 4.756 0.00
H -0.845 1.878 4.563 0.00
H 1.882 4.225 2.207 0.00
H 2.236 2.969 0.982 0.00
H 2.819 2.777 2.652 0.00
H -0.998 4.173 1.820 0.00
H -1.994 2.695 1.979 0.00
H -0.975 2.936 0.529 0.00
```

The energy above the lowest of the compared OMol25 structures with the same formula, charge and spin comes out at 0.000 eV. Its net charge is +2. The value obtained for the LUMO energy (alpha / beta) is -5.20 / -7.30 eV. As for the spin multiplicity: 5.

***

4.
Density functional theory data (wB97M-V/def2-TZVPD) for a structure of composition C14H32B2KO7SSn in a non-equilibrium geometry.

Geometry as XYZ:
```
58
Properties=species:S:1:pos:R:3:lowdin_charge:R:1
Sn 2.150 -2.308 -5.167 1.53
K -3.860 -0.010 -4.002 0.88
B -1.438 -0.905 -7.088 -0.37
H -1.006 0.046 -6.817 -0.08
H -2.427 -0.760 -7.495 -0.04
H -0.828 -1.315 -7.877 -0.08
H -1.554 -1.603 -6.273 -0.09
B -0.708 -1.042 -1.817 -0.40
H -0.613 -0.396 -2.676 -0.11
H -1.162 -0.523 -0.987 -0.07
H -1.287 -1.901 -2.119 -0.09
H 0.299 -1.352 -1.585 -0.09
C 3.237 -4.530 0.790 -0.26
S 3.855 -5.870 -0.285 0.84
O 3.668 -5.332 -1.679 -0.62
C 5.622 -5.807 0.128 -0.27
H 2.174 -4.720 0.936 0.05
H 3.514 -3.512 0.515 0.06
H 3.760 -4.628 1.742 0.04
H 6.121 -4.839 0.082 0.06
H 6.191 -6.451 -0.541 0.05
H 5.592 -6.204 1.143 0.05
O 0.028 6.811 -4.888 0.06
C 0.297 6.113 -3.865 -0.34
O 0.394 6.698 -2.603 -0.01
C 0.880 5.865 -1.603 -0.17
C 0.684 4.487 -2.218 -0.19
C 0.578 4.582 -3.718 -0.07
H 0.442 5.944 -0.608 0.13
H 1.918 6.196 -1.657 0.13
H -0.149 3.964 -1.750 0.11
H 1.473 3.831 -1.850 0.11
H -0.210 3.886 -4.008 0.11
H 1.504 4.262 -4.196 0.12
O 2.585 4.628 3.310 0.12
C 2.027 3.581 3.528 -0.46
O 2.031 2.620 2.572 0.03
C 1.302 1.487 2.996 -0.18
C 1.276 1.605 4.521 -0.18
C 1.444 3.087 4.845 -0.05
H 1.748 0.570 2.609 0.12
H 0.281 1.455 2.616 0.12
H 2.083 0.946 4.843 0.11
H 0.395 1.128 4.951 0.11
H 2.022 3.018 5.767 0.13
H 0.444 3.453 5.078 0.13
O -4.644 -3.365 5.425 0.11
C -4.648 -2.895 4.307 -0.58
O -4.525 -3.595 3.243 0.06
C -4.579 -2.920 1.949 -0.12
C -4.820 -1.485 2.326 -0.13
C -4.859 -1.501 3.909 -0.05
H -5.359 -3.394 1.353 0.12
H -3.647 -3.031 1.394 0.12
H -5.804 -1.200 1.952 0.10
H -4.098 -0.749 1.974 0.11
H -5.816 -1.128 4.273 0.13
H -3.979 -0.991 4.300 0.13
```

Its net charge is +1. The value obtained for the LUMO energy is -8.31 eV. As for the spin multiplicity: 1.

***

5.
Density functional theory data (wB97M-V/def2-TZVPD) for a cluster of 6 separate species, C14H32BCl10O in total.

Geometry as XYZ:
```
58
Properties=species:S:1:pos:R:3:lowdin_charge:R:1
B -0.018 -1.750 -2.310 -0.49
C 1.539 -1.675 -1.779 -0.29
C 1.791 -0.785 -0.551 -0.24
C 1.294 0.652 -0.615 -0.25
O 2.103 1.525 -1.407 -0.21
C 1.826 1.431 -2.799 -0.11
H -0.100 -2.412 -3.346 -0.01
H -0.777 -2.157 -1.433 -0.03
H -0.409 -0.606 -2.580 -0.03
H 2.203 -1.398 -2.606 0.05
H 1.852 -2.690 -1.489 0.07
H 1.352 -1.252 0.337 0.10
H 2.873 -0.713 -0.356 0.06
H 1.333 1.077 0.396 0.11
H 0.252 0.696 -0.948 0.09
H 2.085 2.386 -3.263 0.07
H 0.772 1.192 -2.952 0.05
H 2.428 0.646 -3.262 0.08
Cl -4.549 2.525 -0.974 0.52
C -2.810 2.942 -1.026 -0.67
C -2.351 3.272 -2.422 -0.70
Cl -2.326 1.833 -3.468 0.57
H -2.254 2.099 -0.621 0.07
H -2.675 3.805 -0.379 0.02
H -1.332 3.649 -2.394 0.00
H -2.986 4.025 -2.884 0.06
Cl 3.767 -1.164 2.543 0.56
C 5.420 -0.557 2.301 -0.67
C 5.727 -0.360 0.836 -0.67
Cl 5.854 -1.911 -0.030 0.54
H 6.112 -1.260 2.759 0.06
H 5.489 0.399 2.819 0.07
H 6.688 0.144 0.729 0.07
H 4.955 0.231 0.347 0.06
Cl -0.287 5.545 -1.099 0.62
C -0.426 6.965 -0.032 -0.65
C -0.403 6.584 1.426 -0.66
Cl -1.876 5.708 1.914 0.55
H -1.344 7.488 -0.290 0.07
H 0.423 7.612 -0.251 0.07
H -0.352 7.485 2.036 0.07
H 0.451 5.951 1.653 0.07
Cl -1.394 -4.460 0.052 0.57
C -3.001 -4.192 -0.640 -0.67
C -3.751 -5.475 -0.890 -0.67
Cl -3.030 -6.464 -2.192 0.52
H -2.853 -3.613 -1.550 0.07
H -3.562 -3.590 0.073 0.03
H -4.770 -5.246 -1.198 0.07
H -3.780 -6.092 0.005 0.06
Cl -1.018 -1.593 4.184 0.54
C -1.631 -3.131 4.839 -0.67
C -2.081 -4.078 3.756 -0.66
Cl -3.538 -3.496 2.915 0.55
H -2.445 -2.898 5.522 0.06
H -0.817 -3.588 5.400 0.07
H -2.329 -5.043 4.196 0.07
H -1.313 -4.218 2.998 0.04
```

Its net charge is -1. The value obtained for the LUMO energy is 2.11 eV. As for the spin multiplicity: 1.

***

6.
Density functional theory data (wB97M-V/def2-TZVPD) for an isolated molecule of C14H32BO5PSSi in a non-equilibrium geometry.

Geometry as XYZ:
```
55
Properties=species:S:1:pos:R:3:lowdin_charge:R:1
C 5.080 -2.594 2.102 -0.14
O 5.477 -2.015 0.799 -0.27
C 4.719 -2.693 -0.290 -0.23
C 4.689 -1.861 -1.702 -0.16
C 4.524 -0.234 -1.545 -0.21
C 3.056 0.293 -2.096 -0.22
C 2.551 1.547 -1.170 -0.15
C 1.207 1.189 -0.241 -0.46
O 0.083 1.117 -1.186 -0.09
C -1.223 1.080 -0.513 -0.23
O -1.586 0.280 0.492 -0.02
C -2.387 2.115 -1.120 -0.05
C -3.920 1.671 -0.709 -0.27
O -4.206 0.293 -1.142 -0.28
Si -5.356 -0.515 -0.084 0.47
C -6.876 0.678 0.262 -0.22
C -6.103 -2.149 -0.830 -0.22
C -4.657 -0.985 1.657 -0.23
P 1.631 -0.528 0.576 0.46
S 0.720 -2.028 -0.307 0.16
B 1.110 2.396 0.872 -0.37
C 2.103 2.248 2.214 -0.06
O 0.276 3.611 0.790 0.04
H 4.286 -1.902 2.650 0.09
H 4.556 -3.654 1.989 0.10
H 5.997 -2.752 2.835 0.10
H 5.146 -3.762 -0.503 0.13
H 3.609 -2.810 0.133 0.08
H 5.672 -2.047 -2.332 0.11
H 3.799 -2.299 -2.339 0.12
H 5.346 0.344 -2.188 0.12
H 4.669 0.142 -0.429 0.10
H 2.268 -0.558 -2.253 0.08
H 3.267 0.744 -3.181 0.12
H 2.168 2.391 -1.923 0.14
H 3.398 2.050 -0.526 0.12
H -2.335 2.024 -2.309 0.14
H -2.171 3.240 -0.877 0.13
H -4.021 1.843 0.452 0.12
H -4.733 2.370 -1.235 0.14
H -6.402 1.656 0.705 0.04
H -7.360 0.884 -0.786 0.05
H -7.602 0.140 1.023 0.06
H -7.193 -2.248 -0.357 0.05
H -6.238 -2.092 -1.993 0.04
H -5.513 -3.115 -0.474 0.05
H -5.445 -1.725 2.149 0.05
H -4.571 -0.054 2.387 0.05
H -3.630 -1.590 1.606 0.06
H 1.028 -0.450 1.914 0.00
H 3.044 -0.728 0.770 -0.01
H 3.202 2.125 1.765 0.09
H 1.834 1.327 2.885 0.06
H 2.107 3.204 2.889 0.08
H 0.905 4.388 0.725 0.12
```

The value obtained for the LUMO energy is 0.10 eV. As for the spin multiplicity: 1. The structure (SMILES) is COCCCCC[C@@](OC(=O)CCO[Si](C)(C)C)([PH2]=S)B(C)O.

***

7.
Density functional theory data (wB97M-V/def2-TZVPD) for a structure of composition C14H32BaNO6 in a non-equilibrium geometry.

Geometry as XYZ:
```
54
Properties=species:S:1:pos:R:3:lowdin_charge:R:1
Ba 1.468 3.152 3.472 1.98
O 1.001 0.635 -0.341 0.11
C 1.174 1.305 0.804 -0.81
O 2.338 1.557 1.215 -0.15
O 0.178 1.828 1.407 -0.22
H 0.015 0.650 -0.486 0.07
C 0.443 -0.526 3.821 -0.08
C 0.153 -0.054 5.242 -0.28
O 0.086 1.371 5.285 -0.23
H 0.576 -1.606 3.752 0.10
H 1.339 -0.064 3.392 0.06
H -0.419 -0.356 3.174 0.06
H 0.924 -0.472 5.889 0.13
H -0.856 -0.440 5.402 0.13
H -0.001 1.638 6.209 0.10
C 5.940 -1.308 -0.124 -0.09
C 4.779 -0.331 -0.344 -0.31
O 4.945 0.781 0.539 -0.11
H 5.836 -1.829 0.826 0.07
H 6.941 -0.879 -0.184 0.07
H 5.988 -2.056 -0.923 0.07
H 3.865 -0.886 -0.108 0.10
H 4.695 0.036 -1.370 0.11
H 4.029 1.018 0.765 0.01
C -1.023 2.327 -2.302 -0.03
C -1.774 0.976 -2.338 -0.49
C -0.934 0.060 -3.221 -0.13
C -1.164 -1.428 -2.982 -0.17
C -1.118 -1.851 -1.527 -0.13
C -1.970 -0.940 -0.626 -0.48
N -1.766 0.488 -0.944 -0.14
O -2.424 1.362 -0.070 0.00
C -3.456 -1.384 -0.659 -0.01
C -1.469 -1.154 0.819 -0.05
C -3.202 1.149 -2.890 -0.01
H -1.442 3.099 -1.657 0.08
H -0.970 2.696 -3.330 0.09
H 0.024 2.243 -2.003 0.07
H -0.907 0.276 -4.285 0.13
H 0.087 0.176 -2.830 0.11
H -0.423 -1.987 -3.556 0.12
H -2.146 -1.706 -3.385 0.11
H -0.096 -1.874 -1.135 0.12
H -1.452 -2.886 -1.442 0.13
H -3.496 -2.414 -0.315 0.09
H -3.994 -0.709 0.006 0.09
H -3.826 -1.290 -1.678 0.07
H -0.385 -1.083 0.922 0.07
H -1.923 -0.446 1.518 0.08
H -1.783 -2.130 1.197 0.09
H -3.676 0.226 -3.222 0.07
H -3.177 1.808 -3.760 0.09
H -3.841 1.614 -2.139 0.09
H -1.712 1.615 0.521 0.06
```

The energy above the lowest of the compared OMol25 structures with the same formula, charge and spin comes out at 0.000 eV. Its net charge is +1. The value obtained for the LUMO energy is -4.68 eV. As for the spin multiplicity: 1.

***

8.
Density functional theory data (wB97M-V/def2-TZVPD) for a structure of composition C14H32BeN4O9 in a non-equilibrium geometry.

Geometry as XYZ:
```
60
Properties=species:S:1:pos:R:3:lowdin_charge:R:1
Be -0.076 -0.665 -0.655 0.83
O 0.844 -2.869 -1.283 -0.30
C -0.136 -3.824 -1.328 -0.46
C -1.648 -3.376 -1.185 -0.46
O -1.986 -2.175 -0.605 -0.35
H 0.104 -4.569 -0.538 0.06
H -0.090 -4.350 -2.306 0.06
H -2.158 -4.194 -0.628 0.06
H -2.151 -3.472 -2.172 0.06
O 4.660 -0.697 -0.469 -0.39
C 4.270 0.587 -0.718 -0.55
C 2.776 0.931 -0.983 -0.45
O 1.963 0.106 -1.768 -0.31
H 4.890 0.989 -1.568 0.04
H 4.689 1.277 0.066 0.04
H 2.727 1.951 -1.443 0.06
H 2.296 1.036 0.014 0.05
C -1.506 0.157 -5.234 0.03
N -0.510 -0.751 -4.587 -0.43
O 0.251 -1.326 -5.348 0.05
O -0.580 -0.865 -3.398 0.09
H -1.320 0.141 -6.305 0.08
H -1.403 1.175 -4.872 0.09
H -2.482 -0.288 -5.064 0.09
C -1.071 2.779 -1.171 -0.34
O -0.767 1.613 -1.108 0.02
N -0.460 3.756 -0.465 -0.18
C -0.819 5.143 -0.602 -0.09
C 0.489 3.478 0.605 -0.03
H -1.954 3.123 -1.741 0.14
H -1.695 5.467 -0.030 0.08
H -0.761 5.488 -1.636 0.09
H -0.040 5.768 -0.156 0.08
H 0.881 2.460 0.566 0.07
H 1.376 4.106 0.528 0.09
H -0.021 3.603 1.564 0.08
C -2.304 -0.040 1.524 -0.32
O -1.099 0.032 1.353 0.01
N -3.113 0.980 1.846 -0.18
C -4.526 0.692 2.064 -0.06
C -2.649 2.344 1.983 -0.03
H -2.729 -1.052 1.456 0.13
H -4.847 1.170 2.992 0.08
H -4.754 -0.368 2.080 0.09
H -5.058 1.157 1.227 0.09
H -1.801 2.461 2.655 0.09
H -2.328 2.673 0.993 0.07
H -3.486 2.964 2.298 0.08
C 2.342 -2.197 1.431 -0.29
O 1.490 -1.381 1.190 0.00
N 2.479 -2.780 2.659 -0.20
C 3.475 -3.806 2.839 -0.09
C 1.632 -2.475 3.795 -0.06
H 3.065 -2.553 0.685 0.14
H 3.464 -4.630 2.117 0.08
H 3.258 -4.358 3.757 0.07
H 4.472 -3.357 2.822 0.09
H 0.855 -1.785 3.476 0.08
H 1.307 -3.417 4.240 0.07
H 2.272 -1.987 4.544 0.08
```

The energy above the lowest of the compared OMol25 structures with the same formula, charge and spin comes out at 1.936 eV. Its net charge is -2. The value obtained for the LUMO energy is 3.87 eV. As for the spin multiplicity: 1.